Entry 1:
C22H31BCaN6O as an isolated structure in a non-equilibrium geometry, computed with ωB97M-V/def2-TZVPD.

The geometry in XYZ format:
```
62
Properties=species:S:1:pos:R:3:forces:R:3:nbo_charge:R:1
H -0.6317 3.5679 0.7416 -0.2 -0.1 -0.1 0.2621
N -0.2887 1.9945 -0.6627 0.3 0.9 -0.4 -0.2925
B 0.5513 0.6067 -2.7654 0.0 -1.7 0.3 0.5512
N 0.3780 1.8807 -1.8580 -0.1 0.6 0.3 -0.2650
C 0.9050 3.0850 -2.1287 -0.6 -0.5 0.5 0.0790
Ca -1.0776 -0.9549 -0.0061 1.8 -2.9 7.8 1.6671
H 1.4881 3.2491 -3.0225 0.0 -0.2 0.1 0.2480
C 0.5385 3.9764 -1.1289 0.0 0.4 0.4 -0.3277
H 0.7745 5.0241 -1.0757 0.1 0.0 0.0 0.2530
C -0.2175 3.2707 -0.2091 0.7 -0.5 -0.9 0.0442
H 1.0413 0.9083 -3.8075 0.0 0.3 -0.1 -0.0248
C -1.1331 -3.3528 0.0667 -0.3 0.7 -0.3 -1.3451
H -0.9801 -3.6997 1.0909 -0.1 -0.2 -0.2 0.1980
H -0.3133 -3.6414 -0.6005 -0.1 -0.3 0.1 0.1842
H -2.0964 -3.6709 -0.3441 0.1 -0.5 0.1 0.1772
N -0.8612 -0.0139 -2.9753 -1.3 -0.4 1.4 -0.3223
N 1.4535 -0.4763 -2.0870 -0.4 -0.1 1.0 -0.3465
N -1.5648 -0.4408 -1.8263 -2.0 1.9 -7.8 -0.5395
N 1.1229 -0.9942 -0.8442 1.5 0.0 -0.6 -0.4179
C -1.6095 -0.2245 -4.0658 -0.1 -0.1 0.6 0.0428
C 2.5883 -1.0480 -2.5272 0.2 -0.3 0.4 -0.0042
H -1.2078 0.0308 -5.0364 -0.2 0.0 0.0 0.2310
H 3.0034 -0.7664 -3.4857 0.0 -0.1 0.1 0.2182
C -2.8326 -0.7922 -3.6840 0.4 0.1 0.2 -0.3450
C 3.0419 -1.9491 -1.5645 -0.5 0.5 0.0 -0.3523
C -2.7629 -0.9241 -2.2927 1.5 0.9 -0.3 -0.0008
C 2.1022 -1.8741 -0.5142 -0.6 1.0 -1.1 0.0050
H -3.6594 -1.0584 -4.3213 0.1 -0.1 0.0 0.2438
H 3.9270 -2.5548 -1.5964 0.1 -0.1 -0.1 0.2344
H -3.4990 -1.3135 -1.6002 0.1 0.0 -0.1 0.2321
H 2.1103 -2.3967 0.4415 -0.3 0.2 -0.4 0.2399
H -1.0401 1.3710 -0.3908 0.4 0.0 -0.4 0.4165
C -2.0110 2.6232 3.2531 -0.1 -0.1 -0.1 -0.6005
C -0.5879 2.0779 3.2024 0.0 -0.4 0.2 -0.2274
C 0.4260 3.1559 3.5707 0.1 -0.1 0.0 -0.5988
C -0.4414 0.8443 4.0812 -0.1 -0.5 -0.4 -0.1309
C -0.5606 0.9291 5.4607 0.2 -0.3 0.1 -0.2099
C -0.3971 -0.2102 6.2524 -0.1 0.1 0.5 -0.2854
C -0.0359 -1.4244 5.6643 0.2 0.3 0.0 -0.2318
C 0.0868 -1.5513 4.2898 -0.1 0.3 -0.4 -0.0261
C 0.5563 -2.8680 3.6807 -0.2 0.2 0.1 -0.2686
C 2.0015 -3.1887 4.0764 0.1 0.1 -0.1 -0.5960
C -0.3502 -4.0291 4.0918 -0.1 -0.1 -0.2 -0.5966
C -0.2742 -0.4378 3.4561 -0.1 0.2 1.0 0.3648
O -0.4877 -0.5801 2.1903 0.0 0.1 -1.6 -0.9498
H -2.2372 3.0057 4.2578 0.0 0.0 -0.3 0.2113
H -2.7288 1.8301 3.0091 0.1 0.2 0.1 0.2139
H -2.1341 3.4356 2.5267 -0.1 0.1 0.1 0.1713
H -0.3825 1.7553 2.1752 0.0 -0.1 0.1 0.1888
H 0.2218 3.5600 4.5708 0.1 0.0 -0.2 0.2071
H 1.4398 2.7385 3.5626 -0.2 0.1 0.1 0.2203
H 0.3907 3.9759 2.8436 0.0 0.1 0.1 0.1750
H -0.7892 1.9016 5.9129 0.1 -0.4 0.0 0.1916
H -0.5366 -0.1508 7.3352 0.1 0.0 -0.3 0.1993
H 0.1707 -2.3042 6.2824 -0.1 0.4 -0.1 0.1984
H 0.5120 -2.7565 2.5911 -0.1 0.0 0.2 0.2250
H 2.0955 -3.3202 5.1625 0.0 0.0 -0.2 0.1983
H 2.3276 -4.1167 3.5928 0.0 0.1 0.1 0.1977
H 2.6810 -2.3852 3.7702 -0.1 -0.1 0.1 0.2051
H -1.3930 -3.8211 3.8248 0.2 -0.1 0.1 0.2143
H -0.0377 -4.9483 3.5816 -0.1 0.1 0.1 0.2023
H -0.2975 -4.1998 5.1746 0.0 0.0 -0.2 0.1932
```
Positions in Å, forces in eV/Å.

HOMO-LUMO gap   5.62 eV
LUMO level   -0.57 eV
Multiplicity   1

Entry 2:
C22H31Br2IMgN4Si as an isolated structure, computed with ωB97M-V/def2-TZVPD.

The geometry in XYZ format:
```
62
Properties=species:S:1:pos:R:3:forces:R:3:nbo_charge:R:1
Mg 1.2357 -0.1226 -0.6432 0.2 0.1 -0.1 1.7080
Br 2.6943 1.3888 -1.7466 0.2 0.3 -0.1 -0.8197
C -3.6321 -2.4786 -0.7474 0.1 0.1 0.1 -0.4166
C -2.3092 -2.8798 -0.1270 -0.1 -0.1 0.0 -0.2059
N -1.3657 -1.7886 -0.2490 0.4 0.0 -0.1 -0.6240
C -1.6783 -0.4875 -0.4100 -0.3 0.4 0.0 0.6587
N -0.7026 0.3965 -0.5669 -0.3 -0.5 0.1 -0.8352
C -1.0509 1.7993 -0.7746 -0.1 0.2 -0.1 -0.2320
C -2.3892 1.9394 -1.4733 0.1 -0.1 0.1 -0.4231
C -3.4193 1.2266 -0.6214 0.0 0.2 0.0 -0.1969
N -2.9983 -0.1474 -0.3962 0.2 -0.1 -0.1 -0.4341
C -4.0292 -1.1424 -0.1467 -0.1 -0.1 0.0 -0.1999
H -4.3970 -3.2291 -0.5531 0.0 0.0 0.0 0.2251
H -3.5180 -2.3697 -1.8282 0.0 0.0 0.0 0.2114
H -1.8878 -3.7527 -0.6276 0.0 0.0 0.0 0.2143
H -2.4511 -3.1419 0.9277 0.0 0.0 0.0 0.1917
H -0.3753 -2.0292 -0.3618 -0.1 0.1 0.1 0.4446
H -0.2611 2.2567 -1.3719 0.0 0.0 0.1 0.2285
H -1.0788 2.3317 0.1843 0.0 0.0 0.0 0.1853
H -2.3321 1.4621 -2.4546 0.0 0.1 0.0 0.2093
H -2.6521 2.9876 -1.6086 0.0 0.0 0.0 0.2270
H -4.3901 1.2086 -1.1199 0.0 -0.1 0.0 0.2030
H -3.5411 1.7510 0.3339 -0.1 0.0 0.0 0.1889
H -4.9557 -0.7806 -0.5931 0.0 0.0 0.0 0.2092
H -4.1999 -1.2587 0.9304 0.0 0.0 0.0 0.1904
Br 1.6123 7.6232 -0.8936 0.0 0.1 0.1 0.0759
C 0.8287 7.1194 0.7562 0.1 -0.1 0.0 -0.1136
C 0.1734 8.0946 1.4941 0.0 0.1 0.0 -0.2296
C -0.4412 7.7645 2.6894 0.0 0.0 0.0 -0.2033
C -0.3930 6.4593 3.1539 0.0 0.0 0.0 -0.2098
C 0.2795 5.4910 2.4273 0.0 0.0 0.0 -0.2239
C 0.8945 5.8094 1.2224 0.2 -0.1 -0.3 -0.2076
I 1.8826 4.2802 0.1610 -0.2 0.2 0.2 0.2006
H 0.1532 9.1115 1.1284 0.0 0.0 0.0 0.2303
H -0.9534 8.5292 3.2571 0.0 0.0 0.0 0.2197
H -0.8747 6.1914 4.0845 0.0 0.0 0.0 0.2185
H 0.3390 4.4764 2.7976 0.0 0.0 0.0 0.2240
C 3.9199 -2.2996 -2.3124 -0.3 -0.1 0.0 -1.1354
Si 2.1443 -2.7805 -1.8605 0.2 -0.1 -0.6 1.7908
C 0.9641 -2.0402 -3.1588 0.3 -0.1 0.3 -1.1258
C 1.9981 -4.6632 -2.0624 0.0 0.3 0.3 -1.1273
N 1.6435 -2.0411 -0.3835 -0.2 -0.3 0.0 -1.4192
C 1.7842 -2.4899 0.9174 0.0 -0.1 0.1 0.2857
C 2.1180 -3.8135 1.2583 0.0 0.1 -0.1 -0.3167
C 2.1803 -4.2248 2.5771 0.0 0.0 0.0 -0.1800
C 1.9105 -3.3465 3.6176 0.0 0.0 0.1 -0.2788
C 1.5912 -2.0331 3.3092 0.0 0.1 0.0 -0.1747
C 1.5322 -1.6166 1.9920 0.0 0.0 -0.2 -0.3180
H 4.3328 -2.9717 -3.0673 0.0 0.0 0.0 0.2292
H 4.5744 -2.3341 -1.4394 0.0 0.0 0.0 0.2400
H 3.9597 -1.2849 -2.7096 0.0 0.1 0.0 0.2520
H 1.3344 -2.2605 -4.1613 0.0 0.0 0.0 0.2425
H 0.8946 -0.9500 -3.0817 0.0 0.0 -0.1 0.2190
H -0.0446 -2.4517 -3.0804 0.0 0.0 0.1 0.2250
H 1.9853 -4.8997 -3.1276 0.0 0.0 -0.1 0.2382
H 1.0885 -5.0714 -1.6184 0.0 0.0 0.0 0.2293
H 2.8527 -5.1795 -1.6220 0.0 0.0 0.0 0.2341
H 2.3324 -4.5173 0.4667 0.0 0.0 0.0 0.2100
H 2.4484 -5.2516 2.7939 0.0 0.0 0.0 0.2084
H 1.9571 -3.6760 4.6462 0.0 0.0 0.0 0.2105
H 1.3904 -1.3189 4.0982 0.0 0.0 0.0 0.2080
H 1.2919 -0.5736 1.7755 0.0 0.0 0.1 0.1644
```
Positions in Å, forces in eV/Å.

HOMO-LUMO gap   7.70 eV
LUMO level   0.30 eV
Energy above the lowest of the compared OMol25 structures with the same formula, charge and spin   11.8 kcal per mole
Multiplicity   1

Entry 3:
C22H31Br2N6O5Tm as an isolated structure in a non-equilibrium geometry, computed with ωB97M-V/def2-TZVPD.

The geometry in XYZ format:
```
67
Properties=species:S:1:pos:R:3:forces:R:3:nbo_charge:R:1
Tm -0.4460 -0.0117 0.2641 -0.6 0.3 0.7 1.8341
O -0.5880 -1.1955 2.0656 0.0 0.0 0.2 -0.8277
C 0.2236 -1.4915 3.0303 0.4 -0.5 0.5 0.3914
C -0.2832 -1.7116 4.3345 -0.1 0.1 -0.2 -0.2628
C 0.5379 -2.0013 5.3968 0.1 -0.1 0.0 -0.1915
C 1.9134 -2.1344 5.2176 0.2 -0.1 0.1 -0.2901
C 2.4382 -1.9772 3.9564 -0.1 0.1 0.0 -0.1456
C 1.6385 -1.6468 2.8548 -0.6 0.2 0.4 -0.2413
C 2.2608 -1.4839 1.5744 -0.1 0.1 -0.7 0.1418
N 1.6454 -1.0188 0.5393 0.5 -0.1 0.3 -0.3991
N 2.3762 -1.0187 -0.6313 0.6 -0.2 -0.3 -0.4423
C 1.7009 -0.5676 -1.6576 0.5 -0.3 0.4 0.5706
O 0.5038 -0.1149 -1.6315 0.7 0.1 -0.9 -0.8342
C 2.3813 -0.6429 -2.9724 0.0 0.1 -0.3 -0.0324
C 1.9069 0.1557 -4.0082 -0.1 0.0 0.2 -0.1979
C 2.4427 0.0496 -5.2766 0.0 0.0 -0.1 -0.2249
C 3.4573 -0.8617 -5.5196 0.0 0.0 -0.1 -0.2080
C 3.9520 -1.6434 -4.4866 0.1 0.0 -0.1 -0.2237
C 3.4227 -1.5335 -3.2139 -0.1 0.0 0.1 -0.1876
H -1.3529 -1.6196 4.4721 -0.1 0.0 0.0 0.2055
H 0.1149 -2.1391 6.3826 -0.1 0.0 0.1 0.2072
H 2.5599 -2.3717 6.0511 0.0 0.0 0.0 0.2099
H 3.5014 -2.0983 3.8031 0.1 0.0 -0.1 0.2045
H 3.3085 -1.7794 1.4749 -0.1 0.0 -0.1 0.1874
H 1.1124 0.8564 -3.7903 -0.1 0.0 0.0 0.2201
H 2.0713 0.6723 -6.0790 0.0 0.0 0.0 0.2070
H 3.8610 -0.9582 -6.5175 0.1 0.0 -0.1 0.2077
H 4.7500 -2.3436 -4.6920 0.0 -0.1 0.1 0.2092
H 3.7864 -2.1396 -2.3985 0.0 0.0 0.0 0.2317
Br -2.2646 0.9228 -1.9772 -0.5 0.0 -1.1 0.1231
C -2.1097 -0.2596 -3.5692 0.1 0.2 0.3 -0.5148
Br -1.1258 -1.8784 -3.2656 -0.3 -0.2 -0.8 0.0998
H -1.6011 0.3049 -4.3465 -0.1 0.0 0.2 0.2262
H -3.1208 -0.5369 -3.8598 0.2 0.2 0.1 0.2253
C 1.5726 1.7450 2.6875 0.0 -0.3 -0.3 -0.4005
N 1.2293 3.0241 2.0941 -0.1 0.0 0.1 -0.6151
C 0.7399 3.0566 0.8335 0.3 0.6 0.3 0.8259
N 0.4150 4.2869 0.3432 -0.2 0.0 -0.1 -0.8185
O 0.6832 2.0451 0.1347 0.0 -0.2 -0.1 -0.6866
H 1.7738 1.8721 3.7478 -0.1 0.0 0.0 0.2205
H 2.4536 1.3274 2.1925 -0.1 0.0 0.1 0.2177
H 0.7431 1.0359 2.5575 0.2 0.2 0.3 0.2057
H 1.1389 3.8273 2.6954 0.0 -0.1 -0.2 0.3967
H 0.2765 5.0714 0.9584 0.0 -0.1 0.0 0.3900
H -0.0906 4.2968 -0.5272 0.0 -0.1 0.1 0.4136
N -2.7419 -3.3783 0.5717 0.2 -0.1 0.0 -0.8034
C -2.8010 -2.1390 0.0474 -0.7 -0.5 -0.2 0.8337
N -4.0215 -1.5502 -0.0263 0.0 0.1 0.0 -0.8123
O -1.8093 -1.6234 -0.4726 0.2 -0.2 0.4 -0.7183
H -3.4955 -3.7750 1.0995 0.0 0.0 0.0 0.3955
H -1.8299 -3.8003 0.6288 -0.1 0.1 0.1 0.4218
H -4.7658 -1.8569 0.5780 0.1 0.0 0.0 0.3913
H -3.9997 -0.5614 -0.2290 0.1 0.0 0.0 0.4248
C -1.8762 1.8658 3.3107 -0.2 -0.1 -0.5 -0.6298
C -2.7279 1.6047 2.0441 -0.6 0.4 0.6 0.2847
C -3.5201 2.8948 1.7151 0.3 -0.5 0.1 -0.6197
C -3.7361 0.4854 2.4173 0.4 0.4 -0.1 -0.6328
O -1.9449 1.2414 0.9682 -0.5 0.4 0.3 -0.9650
H -2.5066 2.1557 4.1503 0.0 0.1 0.1 0.2012
H -1.1594 2.6614 3.1180 0.1 0.1 0.0 0.1883
H -1.3434 0.9537 3.5727 0.1 -0.1 0.1 0.2163
H -4.2345 3.1169 2.5046 -0.1 0.1 0.1 0.1963
H -4.0557 2.7609 0.7779 -0.1 0.0 -0.1 0.2034
H -2.8378 3.7359 1.5979 0.1 0.1 0.0 0.1951
H -4.1440 0.6648 3.4095 -0.1 0.0 0.1 0.2024
H -3.2042 -0.4674 2.4202 0.0 0.0 0.0 0.2166
H -4.5625 0.4614 1.7085 -0.1 -0.1 -0.1 0.1820
```
Positions in Å, forces in eV/Å.

HOMO-LUMO gap (spin up / spin down)   7.45 / 7.44 eV
LUMO level (spin up / spin down)   0.35 / 0.35 eV
Energy above the lowest of the compared OMol25 structures with the same formula, charge and spin   27.8 kcal per mole
Multiplicity   3